Entry 1:
Here is 2 unconnected molecules or ions with the total composition C3H3N3O at a distorted geometry from the OMol25 dataset. Energies are from ωB97M-V/def2-TZVPD.

Summary:
LUMO   0.3 eV
Gap between HOMO and LUMO   9.6 eV
HOMO level   -9.30 eV
Spin multiplicity   1
Relative energy (zero: lowest compared OMol25 entry of this formula, charge and spin)   51.20 kcal per mole
SMILES string   N=C=CC=O.N#N

```
10
C3H3N3O (ωB97M-V/def2-TZVPD)
N 1.8314 0.3622 0.2745
C 0.9448 -0.4698 0.2062
N 0.6481 1.8749 -1.1158
N -0.2265 1.2438 -1.3580
O -1.6502 0.5358 1.2235
C -1.4315 -0.4773 0.6133
C -0.2504 -0.7358 -0.2788
H 2.6664 0.3794 0.8366
H -2.0795 -1.3639 0.7516
H -0.4527 -1.3493 -1.1530
```

=====

Entry 2:
Here is 2 unconnected molecules or ions with the total composition C3H3N3O at a distorted geometry from the OMol25 dataset. Energies are from ωB97M-V/def2-TZVPD.

Summary:
LUMO (spin up / spin down)   0.8 / -1.5 eV
Gap between HOMO and LUMO (spin up / spin down)   7.9 / 9.2 eV
HOMO level (spin up / spin down)   -7.08 / -10.65 eV
<S²>   2.021
Spin multiplicity   3
Relative energy (zero: lowest compared OMol25 entry of this formula, charge and spin)   0.00 kcal per mole

```
10
C3H3N3O (ωB97M-V/def2-TZVPD)
C 1.4107 -0.7413 -0.0519
C 1.4841 0.5357 -0.1492
C -2.1353 -0.0483 -0.0952
N 1.0037 -1.8108 0.4155
N 1.7180 1.7301 -0.3121
N -2.4930 0.7982 0.6624
O -1.6501 -0.7249 -0.8958
H 2.4571 2.0279 -0.9500
H 1.4425 -2.6590 0.0654
H -3.2378 0.8922 1.3110
```

=====

Entry 3:
Here is a single C3H3N3O2 molecule at a distorted geometry from the OMol25 dataset. Energies are from ωB97M-V/def2-TZVPD.

Summary:
LUMO   -0.8 eV
Gap between HOMO and LUMO   9.3 eV
HOMO level   -10.05 eV
Spin multiplicity   1
Relative energy (zero: lowest compared OMol25 entry of this formula, charge and spin)   125.40 kcal per mole
SMILES string   N#CC(=O)N/C=N\O

```
11
C3H3N3O2 (ωB97M-V/def2-TZVPD)
C -1.0589 -0.3341 1.0757
C 1.1047 -0.0980 0.0955
C 1.8078 0.4368 -1.1249
H -3.5047 0.6767 -0.2416
H -0.5809 -1.0564 1.5516
H -0.6127 1.0042 -0.2307
N -2.3612 -0.3157 0.9751
N -0.1645 0.3189 0.2254
N 2.5562 0.4693 -2.1165
O -2.5038 0.6977 0.1243
O 1.6742 -1.1927 0.5075
```

=====

Entry 4:
Here is a molecular structure, C3H3N3O2 at a distorted geometry from the OMol25 dataset. Energies are from ωB97M-V/def2-TZVPD.

Summary:
LUMO   -1.6 eV
Gap between HOMO and LUMO   9.1 eV
HOMO level   -10.64 eV
Spin multiplicity   1
Relative energy (zero: lowest compared OMol25 entry of this formula, charge and spin)   210.15 kcal per mole

```
11
C3H3N3O2 (ωB97M-V/def2-TZVPD)
C -1.2201 0.2580 0.0479
C 1.5694 -0.7656 -0.0639
C -0.2714 1.3252 -0.0929
H -1.5258 -1.7864 -0.1526
H 2.2411 -1.5601 0.0134
H -0.9448 2.4649 0.0794
N -0.7380 -1.1411 0.7236
N 1.9981 0.4398 0.1991
N 1.0629 1.5112 0.0078
O -2.4332 0.3446 -0.1442
O 0.2618 -1.0904 -0.6175
```

=====

Entry 5:
Here is a single C3H3N3O2 molecule at a distorted geometry from the OMol25 dataset. Energies are from ωB97M-V/def2-TZVPD.

Summary:
LUMO   -0.2 eV
Gap between HOMO and LUMO   9.1 eV
HOMO level   -9.35 eV
Spin multiplicity   1
Relative energy (zero: lowest compared OMol25 entry of this formula, charge and spin)   112.00 kcal per mole
SMILES string   O/N=c1/cnnco1

```
11
C3H3N3O2 (ωB97M-V/def2-TZVPD)
C -0.2153 -0.4914 -0.1738
C 1.0395 -0.8541 0.4261
C 0.1432 1.4955 0.9572
H -1.9987 -1.1109 -2.4540
H 1.5332 -1.7608 0.0937
H -0.2610 2.5102 1.1234
N -0.7437 -1.1433 -1.1405
N 1.7585 -0.1147 1.2160
N 1.2352 1.1659 1.5617
O -1.8059 -0.4551 -1.7221
O -0.6850 0.7588 0.1123
```

=====

Entry 6:
Here is a single C3H3N3O2 molecule at a distorted geometry from the OMol25 dataset. Energies are from ωB97M-V/def2-TZVPD.

Summary:
LUMO   -0.8 eV
Gap between HOMO and LUMO   9.1 eV
HOMO level   -9.87 eV
Spin multiplicity   1
Relative energy (zero: lowest compared OMol25 entry of this formula, charge and spin)   67.21 kcal per mole
SMILES string   O=C1C=N/C(=N/O)N1

```
11
C3H3N3O2 (ωB97M-V/def2-TZVPD)
C 0.6073 0.4910 -0.0525
C -1.5178 -0.4108 -0.0249
C -1.4735 1.1049 -0.0183
H 3.2010 -0.8113 0.2523
H 0.3218 -1.5979 0.0523
H -2.3702 1.7256 -0.0787
N 1.8784 0.5184 -0.0933
N -0.1494 -0.7181 0.0574
N -0.2908 1.6204 0.0267
O 2.2801 -0.8169 -0.0567
O -2.4869 -1.1053 -0.0643
```

=====

Entry 7:
Here is a molecular structure, C3H3N3O2 at a distorted geometry from the OMol25 dataset. Energies are from ωB97M-V/def2-TZVPD.

Summary:
LUMO   -0.9 eV
Gap between HOMO and LUMO   7.8 eV
HOMO level   -8.72 eV
Spin multiplicity   1
Relative energy (zero: lowest compared OMol25 entry of this formula, charge and spin)   124.90 kcal per mole

```
11
C3H3N3O2 (ωB97M-V/def2-TZVPD)
C 0.2944 -1.1844 -0.2597
C 0.2292 -1.1525 1.2586
C -0.2029 1.3415 -0.1700
H 1.3483 -2.9820 -1.0140
H 0.6699 -1.9459 1.8113
H 0.0722 0.0730 -1.8418
N -0.5008 -0.0139 1.6910
N -0.8000 0.9933 1.0314
N 0.1211 0.0903 -0.8545
O 0.6132 -2.0105 -1.3210
O -0.0828 2.4281 -0.8046
```

=====

Entry 8:
Here is 2 unconnected molecules or ions with the total composition C3H3N3O2 at a distorted geometry from the OMol25 dataset. Energies are from ωB97M-V/def2-TZVPD.

Summary:
LUMO   -0.8 eV
Gap between HOMO and LUMO   8.8 eV
HOMO level   -9.58 eV
Spin multiplicity   1
Relative energy (zero: lowest compared OMol25 entry of this formula, charge and spin)   274.10 kcal per mole

```
11
C3H3N3O2 (ωB97M-V/def2-TZVPD)
C -0.4162 -1.0340 -0.4619
C 0.1127 2.1671 0.0504
C -0.7578 -1.7087 -1.6188
H 0.7581 -1.0677 2.3485
H 0.9943 2.6726 0.2659
H -0.8934 2.5638 1.1193
N 0.2835 -1.6361 0.5743
N 0.4919 1.0013 -0.7546
N -0.3746 -2.5408 -2.6009
O 0.5309 -0.7021 1.4696
O -0.7292 0.2845 -0.3919
```

=====

Entry 9:
Here is a single C3H3N3O2 molecule at a distorted geometry from the OMol25 dataset. Energies are from ωB97M-V/def2-TZVPD.

Summary:
LUMO   -0.6 eV
Gap between HOMO and LUMO   9.3 eV
HOMO level   -9.90 eV
Spin multiplicity   1
Relative energy (zero: lowest compared OMol25 entry of this formula, charge and spin)   222.60 kcal per mole
SMILES string   N#CC(/C=N/O)=N\O

```
11
C3H3N3O2 (ωB97M-V/def2-TZVPD)
C 1.1679 -0.5678 0.2769
C -0.2947 -0.2514 -0.0453
C -0.8203 1.1413 -0.2559
H 3.9361 0.5598 -0.2396
H 1.4617 -1.6442 0.7864
H -2.9434 -1.7765 -0.0632
N 1.8721 0.4384 -0.2904
N -1.1422 -1.1403 -0.0339
N -1.7852 1.9491 0.2967
O 3.1257 -0.1381 0.0705
O -2.5488 -0.8372 -0.0886
```

=====

Entry 10:
Here is 2 unconnected molecules or ions with the total composition C3H3N3O2S at a distorted geometry from the OMol25 dataset. Energies are from ωB97M-V/def2-TZVPD.

Summary:
LUMO (spin up / spin down)   0.3 / -4.2 eV
Gap between HOMO and LUMO (spin up / spin down)   9.6 / 5.1 eV
HOMO level (spin up / spin down)   -9.30 / -9.30 eV
<S²>   2.036
Spin multiplicity   3
Relative energy (zero: lowest compared OMol25 entry of this formula, charge and spin)   17.31 kcal per mole

```
12
C3H3N3O2S (ωB97M-V/def2-TZVPD)
C -1.3908 -1.0068 -0.5632
C -0.5607 -1.9181 -1.3408
C -0.4547 -0.2157 -0.0056
N 0.7499 -1.6587 -1.1461
N -0.8221 1.8935 1.2709
N 0.7766 -0.5194 -0.3787
O 0.9871 3.4388 2.2941
O 1.6732 1.4865 0.9124
S 0.6129 2.2768 1.4716
H -2.4572 -0.9379 -0.3693
H -0.7313 -2.8170 -1.9530
H 1.6172 -0.0219 -0.1922
```